No. 1
# C11H25N5O8PtTi2

A structure of composition C11H25N5O8PtTi2 in a non-equilibrium geometry (ωB97M-V with the def2-TZVPD basis set, OMol25).

Calculated values
- gap between HOMO and LUMO (alpha / beta) (eV) = 4.60 / 2.58
- LUMO (alpha / beta) (eV) = -9.4 / -11.2
- spin multiplicity = 9
- total charge = +2
- E (eV) = -85094.43222

Positions of all 52 atoms, in Å:
Pt -1.35 -3.91 -0.16
Ti -2.34 -0.74 -1.61
Ti 0.63 -2.36 -3.19
C -0.02 -1.51 -0.33
O 0.53 -2.61 -0.43
O 0.18 -0.63 -1.18
O -1.07 -1.54 0.30
O 4.64 0.64 0.77
C 3.58 0.26 0.30
N 2.37 0.51 0.81
C 3.53 -0.60 -0.99
H 1.52 0.29 0.32
H 2.37 0.91 1.74
H 3.96 0.01 -1.78
H 2.49 -0.66 -1.34
H 3.96 -1.59 -0.87
O -0.23 2.32 1.32
C -1.33 2.34 0.99
N -1.72 1.32 0.18
C -2.21 3.51 1.40
H -1.03 0.61 -0.01
H -2.61 1.38 -0.30
H -1.75 4.44 1.73
H -2.80 3.23 2.27
H -2.77 4.03 0.62
O -1.34 3.22 -3.26
C -0.12 3.08 -3.25
N 0.59 2.13 -2.62
C 0.67 4.18 -3.89
H 1.60 2.18 -2.66
H 0.24 1.33 -2.12
H 1.19 4.80 -3.16
H 0.05 4.86 -4.47
H 1.31 3.64 -4.59
O 3.63 -5.11 2.75
C 3.22 -4.17 2.08
N 2.21 -4.21 1.24
C 3.89 -2.81 2.24
H 1.66 -5.06 1.24
H 1.79 -3.43 0.76
H 3.95 -2.53 3.29
H 3.28 -2.03 1.80
H 4.91 -2.79 1.86
O -6.09 -1.14 0.43
C -5.01 -0.95 1.03
N -3.96 -1.39 0.36
C -4.80 -0.22 2.30
H -4.22 -1.93 -0.46
H -3.01 -1.43 0.70
H -3.80 0.20 2.40
H -5.00 -0.80 3.20
H -5.34 0.73 2.22



No. 2
# C3H11NO4

A cluster of 3 separate species, C3H11NO4 in total in a non-equilibrium geometry (ωB97M-V with the def2-TZVPD basis set, OMol25).

Calculated values
- gap between HOMO and LUMO (eV) = 9.76
- SMILES = CNCC(=O)O.O.O
- LUMO (eV) = 0.5
- energy above the lowest of the compared OMol25 structures with the same formula, charge and spin (kcal per mole) = 45.0
- E (eV) = -12969.10963

Positions of all 19 atoms, in Å:
C 0.13 -0.62 -2.50
N -0.01 -0.10 -1.13
C 1.07 -0.48 -0.19
C 0.54 -0.13 1.14
O 0.54 0.98 1.61
O -0.10 -1.14 1.78
H -0.88 -0.87 -2.90
H 0.65 -1.58 -2.46
H 0.73 -0.01 -3.17
H -0.12 0.90 -1.18
H 1.96 0.07 -0.49
H 1.22 -1.56 -0.43
H -0.54 -0.91 2.60
O 0.57 2.81 -0.47
H -0.13 3.21 0.06
H 0.54 3.34 -1.29
O -2.28 -1.68 0.34
H -1.98 -1.48 -0.55
H -1.45 -1.41 0.82



No. 3
# C4H10N2S

The molecule C4H10N2S in a non-equilibrium geometry (ωB97M-V with the def2-TZVPD basis set, OMol25).

Calculated values
- gap between HOMO and LUMO (eV) = 9.26
- SMILES = CN/N=C\CSC
- LUMO (eV) = 0.9
- energy above the lowest of the compared OMol25 structures with the same formula, charge and spin (kcal per mole) = 41.4
- E (eV) = -18123.78812

Positions of all 17 atoms, in Å:
C -3.22 0.45 -0.23
N -1.80 0.20 -0.29
N -1.29 -0.52 0.71
C -0.12 -1.06 0.60
C 0.80 -1.02 -0.56
S 2.20 -0.03 -0.14
C 1.43 1.55 0.28
H -3.48 0.97 0.73
H -3.92 -0.42 -0.28
H -3.42 1.30 -0.97
H -1.57 -0.06 -1.20
H 0.18 -1.58 1.50
H 0.38 -0.50 -1.40
H 1.17 -1.98 -0.80
H 2.24 2.25 0.43
H 0.68 1.85 -0.47
H 0.86 1.38 1.22



> The lowest E belongs to which entry?

C11H25N5O8PtTi2



> Look up the E of the third one.

-18123.78812 eV



> Which of these has the highest E?

C3H11NO4



> Number 3 is which compound?

C4H10N2S